Entry from OMol25: 5 unconnected molecules or ions with the total composition C19H28O15 (wB97M-V/def2-TZVPD).

CARTESIAN COORDINATES (ANGSTROEM)
C1 6.1285 -19.8393 6.3704
C2 5.3428 -18.6097 6.7410
O1 6.2795 -17.7962 7.3892
C3 7.3719 -18.4902 7.6107
O2 8.4499 -18.0389 8.0466
O3 7.1518 -19.6862 7.2363
H1 6.5385 -19.8637 5.3607
H2 5.5233 -20.7035 6.6443
H3 4.4919 -18.8198 7.3890
H4 4.9693 -18.2484 5.7828
C4 8.9516 -21.6821 10.5262
C5 7.5538 -21.2899 10.8409
C6 7.1845 -19.8599 10.7725
O4 6.0031 -19.8919 10.0392
C7 5.7103 -21.1400 9.6802
O5 4.7308 -21.4512 9.0675
O6 6.5947 -21.9730 10.0760
H5 9.2274 -22.6895 10.8379
H6 9.6790 -21.0488 11.0341
H7 9.1373 -21.6103 9.4545
H8 7.3941 -21.6295 11.8642
H9 7.9619 -19.1999 10.3876
H10 7.0730 -19.5807 11.8202
C8 8.1055 -14.7431 9.3546
C9 7.9785 -13.9271 8.0534
C10 7.4043 -14.5589 6.8400
O7 6.3250 -13.7080 6.4953
C11 6.2161 -12.7003 7.3362
O8 5.3637 -11.8771 7.2712
O9 7.0589 -12.9724 8.3966
H11 7.0975 -15.0017 9.6789
H12 8.5645 -14.2234 10.1957
H13 8.7900 -15.5859 9.2583
H14 8.9523 -13.5804 7.7075
H15 7.1775 -15.5669 7.1875
H16 7.9836 -14.6149 5.9184
C12 3.3133 -16.3789 9.8077
C13 2.5644 -15.9787 8.5279
C14 3.3567 -15.2792 7.4884
O10 3.0540 -16.0113 6.3429
C15 2.3154 -17.1377 6.6321
O11 2.0569 -18.0309 5.8065
O12 2.0390 -17.1502 7.9499
H17 3.3991 -15.4867 10.4280
H18 4.3441 -16.6307 9.5587
H19 2.7139 -17.1772 10.2453
H20 1.6451 -15.4612 8.8022
H21 4.4410 -15.3446 7.5782
H22 2.9744 -14.2618 7.4048
C16 7.6199 -23.0595 3.0744
C17 7.7915 -24.0699 4.1409
C18 7.7879 -23.4341 5.5606
O13 6.7259 -24.2119 6.1942
C19 6.1997 -25.1361 5.3903
O14 5.4485 -26.0712 5.7851
O15 6.6411 -24.8946 4.1744
H23 8.5816 -22.6831 2.7258
H24 7.0182 -22.2162 3.4134
H25 7.1439 -23.5363 2.2176
H26 8.7236 -24.6221 4.0208
H27 7.5236 -22.3771 5.5905
H28 8.6677 -23.6789 6.1556

Spin multiplicity: 2
LUMO energy (spin up / spin down) (eV): -3.322 / -10.430
Total charge: +1

Here are the natural (NBO) charges for atoms 1 to 5, given in e: -0.105 -0.119 -0.506 0.993 -0.634



Entry from OMol25: a single C19H28O5 molecule (wB97M-V/def2-TZVPD).

CARTESIAN COORDINATES (ANGSTROEM)
C1 0.3437 1.7875 -0.7938
C2 0.0396 0.9577 -2.0970
H1 0.8986 0.5124 -2.5293
H2 -0.4895 1.5844 -2.8891
O1 -1.0434 -0.2260 -1.9180
C3 -2.3712 0.2631 -1.4779
O2 -2.7752 1.3646 -1.4500
C4 -3.2885 -0.7815 -1.3513
C5 -4.3289 -0.3583 -0.2547
O3 -5.3806 -0.7973 -0.1525
O4 -3.7736 0.5928 0.7772
C6 -4.6631 1.0013 1.6912
C7 -5.2902 1.9567 1.2079
H3 -5.9871 1.9555 0.5678
H4 -5.8769 2.5542 2.0213
H5 -4.6830 2.8419 1.0580
H6 -3.8451 0.9821 2.6675
H7 -5.2965 0.0677 2.1816
C8 -2.5277 -2.0546 -0.9430
C9 -2.2641 -2.3047 0.7057
C10 -1.1510 -1.4575 0.9934
C11 0.1291 -1.7421 0.6462
O5 1.2031 -0.8118 1.0411
C12 2.4045 -0.9039 0.6360
C13 2.9275 -1.7167 -0.7000
C14 4.3155 -1.7743 -0.9322
C15 5.0854 -0.9794 -0.4871
C16 4.6627 0.3024 0.4094
C17 3.2460 0.0163 1.0160
H8 2.9823 0.7246 1.6951
C18 5.5248 1.3761 0.8414
C19 5.2734 2.4703 -0.1198
H9 5.5650 2.2986 -1.0095
H10 5.9274 3.1830 0.3056
H11 4.2376 2.7612 0.0649
H12 5.3279 1.7275 1.9646
H13 6.5864 0.9623 0.6658
H14 6.0856 -0.7176 -0.5915
H15 4.5691 -2.4817 -1.6199
H16 2.1802 -2.5564 -0.7168
H17 0.2906 -1.8571 -0.4428
H18 0.3728 -2.7908 1.0241
H19 -1.1307 -1.5733 2.2006
H20 -1.3675 -0.5533 0.8704
H21 -3.2183 -2.1272 1.1426
H22 -1.7798 -3.4599 0.7066
H23 -1.6874 -2.4256 -1.4844
H24 -3.2392 -3.0772 -1.0771
H25 -3.8207 -0.8445 -2.2542
H26 0.9542 2.5413 -1.1109
H27 -0.5313 2.4061 -0.5616
H28 0.6776 1.1810 -0.1373

LUMO energy (eV): 0.337

Here are the natural (NBO) charges for atoms 1 to 5, given in e: -0.624 -0.047 0.201 0.190 -0.594



Q: Number 2 is which compound?
A: C19H28O5



Copy entry 1 word for word.
Entry from OMol25: 5 unconnected molecules or ions with the total composition C19H28O15 (wB97M-V/def2-TZVPD).

CARTESIAN COORDINATES (ANGSTROEM)
C1 6.1285 -19.8393 6.3704
C2 5.3428 -18.6097 6.7410
O1 6.2795 -17.7962 7.3892
C3 7.3719 -18.4902 7.6107
O2 8.4499 -18.0389 8.0466
O3 7.1518 -19.6862 7.2363
H1 6.5385 -19.8637 5.3607
H2 5.5233 -20.7035 6.6443
H3 4.4919 -18.8198 7.3890
H4 4.9693 -18.2484 5.7828
C4 8.9516 -21.6821 10.5262
C5 7.5538 -21.2899 10.8409
C6 7.1845 -19.8599 10.7725
O4 6.0031 -19.8919 10.0392
C7 5.7103 -21.1400 9.6802
O5 4.7308 -21.4512 9.0675
O6 6.5947 -21.9730 10.0760
H5 9.2274 -22.6895 10.8379
H6 9.6790 -21.0488 11.0341
H7 9.1373 -21.6103 9.4545
H8 7.3941 -21.6295 11.8642
H9 7.9619 -19.1999 10.3876
H10 7.0730 -19.5807 11.8202
C8 8.1055 -14.7431 9.3546
C9 7.9785 -13.9271 8.0534
C10 7.4043 -14.5589 6.8400
O7 6.3250 -13.7080 6.4953
C11 6.2161 -12.7003 7.3362
O8 5.3637 -11.8771 7.2712
O9 7.0589 -12.9724 8.3966
H11 7.0975 -15.0017 9.6789
H12 8.5645 -14.2234 10.1957
H13 8.7900 -15.5859 9.2583
H14 8.9523 -13.5804 7.7075
H15 7.1775 -15.5669 7.1875
H16 7.9836 -14.6149 5.9184
C12 3.3133 -16.3789 9.8077
C13 2.5644 -15.9787 8.5279
C14 3.3567 -15.2792 7.4884
O10 3.0540 -16.0113 6.3429
C15 2.3154 -17.1377 6.6321
O11 2.0569 -18.0309 5.8065
O12 2.0390 -17.1502 7.9499
H17 3.3991 -15.4867 10.4280
H18 4.3441 -16.6307 9.5587
H19 2.7139 -17.1772 10.2453
H20 1.6451 -15.4612 8.8022
H21 4.4410 -15.3446 7.5782
H22 2.9744 -14.2618 7.4048
C16 7.6199 -23.0595 3.0744
C17 7.7915 -24.0699 4.1409
C18 7.7879 -23.4341 5.5606
O13 6.7259 -24.2119 6.1942
C19 6.1997 -25.1361 5.3903
O14 5.4485 -26.0712 5.7851
O15 6.6411 -24.8946 4.1744
H23 8.5816 -22.6831 2.7258
H24 7.0182 -22.2162 3.4134
H25 7.1439 -23.5363 2.2176
H26 8.7236 -24.6221 4.0208
H27 7.5236 -22.3771 5.5905
H28 8.6677 -23.6789 6.1556

Spin multiplicity: 2
LUMO energy (spin up / spin down) (eV): -3.322 / -10.430
Total charge: +1

Here are the natural (NBO) charges for atoms 1 to 5, given in e: -0.105 -0.119 -0.506 0.993 -0.634